Entry from OMol25: C4H6N2O2 as an isolated structure at a distorted geometry (ωB97M-V with the def2-TZVPD basis set).

Total charge: 0
Lowest unoccupied orbital energy, Eh: 0.0170
HOMO level, eV: -9.1
2S+1: 1
Energy above the lowest of the compared OMol25 structures with the same formula, charge and spin, kJ/mol: 655.41
Frontier orbital gap, eV: 9.552

Each line ends with the Löwdin charge.
Element x y z (Å)
O  1.699  -1.116  0.861  -0.019
O  -0.010  -0.697  -0.843  -0.015
N  -0.327  0.308  0.134  -0.126
N  1.730  1.283  -0.125  0.100
C  -2.794  -0.484  0.076  0.024
C  0.438  1.554  -0.049  -0.180
C  -1.813  0.392  0.277  -0.145
C  1.088  -1.354  -0.246  -0.215
H  -3.620  -0.200  0.603  0.025
H  -2.220  1.388  0.600  0.107
H  1.813  -1.973  -0.747  0.128
H  2.225  2.186  -0.270  0.063
H  -2.612  -1.294  -0.559  0.043
H  -0.431  2.612  -0.179  0.209

Entry from OMol25: a 2-piece molecular cluster, C4H6Cl2OS overall at a distorted geometry (ωB97M-V with the def2-TZVPD basis set).

Total charge: 0
Lowest unoccupied orbital energy (spin up / spin down), Eh: -0.0400 / -0.0779
HOMO level (spin up / spin down), eV: -8.6 / -8.1
2S+1: 1
Energy above the lowest of the compared OMol25 structures with the same formula, charge and spin, kJ/mol: 425.14
Frontier orbital gap (spin up / spin down), eV: 7.506 / 5.970

Each line ends with the Löwdin charge.
Element x y z (Å)
Cl  0.838  -0.474  2.251  0.736
Cl  -3.211  1.696  1.224  0.581
S  -3.106  -0.847  2.490  0.729
O  -4.589  -0.807  2.293  -0.624
C  0.162  -0.172  0.725  -0.740
C  0.631  1.060  0.087  -0.106
C  -0.384  -1.339  -0.021  -0.114
C  -2.294  0.427  1.825  -0.954
H  -1.293  -1.805  0.389  0.072
H  0.447  -2.052  0.050  0.092
H  1.675  1.179  0.214  0.071
H  0.335  0.867  -0.991  0.113
H  -0.557  -1.135  -1.038  0.066
H  0.076  1.866  0.513  0.077

Entry from OMol25: a 2-piece molecular cluster, CH7N4S overall at a distorted geometry (ωB97M-V with the def2-TZVPD basis set).

Total charge: +1
Lowest unoccupied orbital energy (spin up / spin down), Eh: -0.1785 / -0.1785
HOMO level (spin up / spin down), eV: -11.9 / -11.9
2S+1: 1
Energy above the lowest of the compared OMol25 structures with the same formula, charge and spin, kJ/mol: 324.17
Frontier orbital gap (spin up / spin down), eV: 7.033 / 7.034

Each line ends with the Löwdin charge.
Element x y z (Å)
S  2.308  0.873  1.038  0.745
N  -1.884  -0.155  0.055  0.131
N  1.058  2.372  -0.815  0.007
N  -0.234  -1.442  0.458  0.132
N  -0.792  -0.632  -0.342  -0.023
C  0.977  1.419  0.024  -0.615
H  -0.742  -1.862  1.267  0.174
H  1.895  2.800  -1.119  0.094
H  -2.260  -0.332  1.068  0.204
H  0.269  2.591  -1.422  0.111
H  -2.185  0.691  -0.291  0.106
H  0.476  -2.004  0.151  0.107
H  1.288  0.145  1.559  -0.174

Entry from OMol25: C4H7N3S as an isolated structure at a distorted geometry (ωB97M-V with the def2-TZVPD basis set).

Total charge: 0
Lowest unoccupied orbital energy (spin up / spin down), Eh: -0.0535 / -0.0669
HOMO level (spin up / spin down), eV: -8.6 / -8.6
2S+1: 1
Energy above the lowest of the compared OMol25 structures with the same formula, charge and spin, kJ/mol: 567.57
Frontier orbital gap (spin up / spin down), eV: 7.156 / 6.795

Each line ends with the Löwdin charge.
Element x y z (Å)
S  -1.093  0.500  -0.364  1.088
N  2.382  0.993  0.819  -0.040
N  -1.648  -1.622  -0.895  -0.119
N  1.116  0.938  1.034  -0.056
C  -1.695  0.385  1.343  -0.293
C  0.576  0.439  -0.097  -0.696
C  1.556  0.187  -1.078  -0.085
C  2.716  0.506  -0.354  -0.181
H  -2.291  1.288  1.380  0.027
H  1.337  -0.418  -1.940  0.078
H  -0.672  0.274  1.938  0.089
H  -0.981  -1.783  -1.724  0.015
H  -2.706  -1.383  -1.057  0.030
H  3.724  0.249  -0.470  0.080
H  -2.321  -0.553  1.466  0.064

Entry from OMol25: C23H26BrF4N4OOs as an isolated structure at a distorted geometry (ωB97M-V with the def2-TZVPD basis set).

Total charge: +3
Lowest unoccupied orbital energy (spin up / spin down), Eh: -0.3966 / -0.3966
HOMO level (spin up / spin down), eV: -17.7 / -17.7
2S+1: 1
Energy above the lowest of the compared OMol25 structures with the same formula, charge and spin, kJ/mol: 0.00
Frontier orbital gap (spin up / spin down), eV: 6.875 / 6.876

Each line ends with the Löwdin charge.
Element x y z (Å)
Os  -0.481  0.575  0.393  1.585
Br  0.407  -1.316  2.994  0.964
F  2.130  4.310  -0.857  0.144
F  4.746  4.229  -0.421  0.176
F  4.433  -0.239  0.999  0.154
F  1.769  -0.187  0.538  -0.038
O  -0.973  -1.147  -0.293  -0.452
N  -2.143  1.594  -0.396  -0.362
N  0.497  -2.990  -2.135  0.149
N  0.495  1.967  -0.355  -0.139
N  -0.246  1.310  2.322  -0.129
C  2.539  0.932  0.333  -0.127
C  -1.555  2.397  -1.527  -0.139
C  0.081  0.495  3.342  -0.684
C  -0.033  2.279  4.923  0.034
C  -1.476  -4.136  -1.218  -0.086
C  -1.941  -2.056  0.277  -0.292
C  0.434  -5.303  -2.401  0.045
C  0.175  0.940  4.649  -0.051
C  -0.222  2.985  -1.151  -0.139
C  -1.561  -3.517  0.187  -0.143
C  -0.318  3.142  3.866  0.014
C  2.250  -4.010  -3.317  0.006
C  3.895  0.881  0.551  -0.197
C  -0.420  2.626  2.600  -0.101
C  1.630  -5.237  -3.099  0.034
C  4.048  3.141  -0.184  -0.181
C  -3.138  0.653  -1.014  -0.048
C  1.659  -2.883  -2.810  -0.007
C  1.891  2.060  -0.168  -0.121
C  4.667  2.003  0.297  0.151
C  2.678  3.182  -0.425  -0.125
C  -0.156  -4.147  -1.918  -0.179
C  -2.925  2.462  0.528  -0.032
H  3.176  -3.934  -3.868  0.135
H  -2.404  -4.017  0.674  0.140
H  -0.613  3.268  1.758  0.093
H  0.038  2.647  5.938  0.146
H  -2.260  3.166  -1.846  0.156
H  -3.783  2.867  -0.008  0.120
H  -2.206  -3.645  -1.873  0.147
H  -3.859  1.241  -1.583  0.123
H  -2.324  3.294  0.880  0.079
H  0.059  -2.170  -1.750  0.125
H  -1.790  -5.176  -1.155  0.133
H  -2.904  -1.917  -0.224  0.112
H  -2.084  -1.811  1.332  0.094
H  5.736  1.992  0.472  0.169
H  -0.315  3.878  -0.527  0.138
H  -1.417  1.704  -2.358  0.138
H  -0.062  -6.250  -2.243  0.141
H  -3.276  1.873  1.373  0.111
H  -0.457  4.203  4.020  0.140
H  0.416  0.232  5.430  0.129
H  0.327  3.274  -2.046  0.150
H  -3.660  0.117  -0.226  0.101
H  -0.679  -3.747  0.788  0.125
H  2.066  -1.890  -2.915  0.141
H  -2.638  -0.049  -1.671  0.088
H  2.081  -6.145  -3.478  0.142

Entry from OMol25: a 18-piece molecular cluster, C34H64Cl34N2P overall at a distorted geometry (ωB97M-V with the def2-TZVPD basis set).

Total charge: +1
Lowest unoccupied orbital energy, Eh: -0.0957
HOMO level, eV: -10.1
2S+1: 1
Frontier orbital gap, eV: 7.489

Each line ends with the Löwdin charge.
Element x y z (Å)
Cl  -7.828  3.027  4.183  0.526
Cl  -6.233  -6.780  5.063  0.518
Cl  3.121  -1.698  5.722  0.502
Cl  -7.336  -1.411  -1.551  0.517
Cl  4.794  3.840  7.443  0.468
Cl  2.404  3.107  -7.147  0.540
Cl  1.638  3.374  9.092  0.492
Cl  -3.652  4.348  2.039  0.498
Cl  1.001  -1.936  0.023  0.557
Cl  3.006  1.981  5.468  0.488
Cl  0.636  0.744  8.329  0.550
Cl  6.844  1.010  -8.564  0.506
Cl  -10.120  3.036  7.367  0.534
Cl  9.564  0.645  -7.576  0.528
Cl  -0.692  -5.511  1.735  0.523
Cl  5.094  2.636  -6.115  0.580
Cl  4.578  4.291  10.315  0.492
Cl  2.729  5.756  -3.101  0.521
Cl  6.508  -3.321  -6.516  0.559
Cl  -3.110  -1.111  1.171  0.495
Cl  -4.694  1.708  1.363  0.474
Cl  -9.784  0.149  7.107  0.558
Cl  -5.135  -6.872  2.362  0.548
Cl  -2.656  -6.058  -0.353  0.526
Cl  -8.586  0.224  3.891  0.516
Cl  -6.261  -3.062  6.556  0.505
Cl  -4.690  -0.816  5.558  0.514
Cl  -4.665  -3.376  2.154  0.545
Cl  2.334  8.630  -2.790  0.525
Cl  2.938  -1.405  2.142  0.523
Cl  2.957  3.435  2.943  0.523
Cl  -7.297  -3.709  0.247  0.524
Cl  0.404  -1.348  4.721  0.554
Cl  3.937  -3.439  -7.890  0.505
P  2.386  3.018  -1.837  0.870
N  -0.798  1.915  -3.285  0.080
N  -3.197  -1.833  -2.427  0.057
C  4.611  -1.260  -4.621  -0.229
C  0.174  2.928  -3.877  -0.107
C  4.287  3.175  -2.062  -0.293
C  4.138  3.303  -7.443  -0.960
C  2.235  0.002  -4.718  -0.144
C  -0.888  -0.754  -3.190  -0.094
C  -0.051  -2.031  -3.065  -0.017
C  1.398  0.698  -3.526  -0.229
C  5.585  4.501  8.878  -1.011
C  5.220  -4.375  -7.113  -0.996
C  1.404  -2.182  1.729  -1.014
C  -5.062  3.432  1.492  -1.029
C  -2.355  -0.781  -2.844  -0.098
C  -7.238  -3.172  -1.437  -1.000
C  -6.605  -6.944  3.344  -0.996
C  5.755  -1.610  -3.557  -0.265
C  -4.310  -2.343  0.763  -1.013
C  0.247  2.461  8.498  -1.001
C  2.201  1.805  -0.401  -0.445
C  3.788  0.074  -4.307  -0.206
C  -0.921  -3.204  -2.620  -0.038
C  -0.201  0.604  -3.685  -0.198
C  -7.819  1.427  4.937  -1.044
C  3.632  2.054  3.820  -1.002
C  7.845  0.558  -7.179  -1.045
C  1.613  2.320  -3.435  -0.385
C  -5.897  -2.044  5.158  -1.039
C  0.700  1.624  0.129  -0.166
C  5.225  -1.673  -2.036  -0.123
C  -2.234  -6.284  1.350  -1.065
C  1.812  7.023  -2.275  -1.003
C  -2.393  -2.994  -2.367  -0.141
C  -10.673  1.448  7.913  -0.978
C  1.401  -1.803  6.109  -0.998
H  1.183  -1.130  6.938  -0.074
H  4.267  -2.290  -1.967  0.075
H  -7.094  -7.902  3.177  0.032
H  -6.300  -3.503  -1.881  0.023
H  -7.268  -6.133  3.046  0.024
H  4.798  -4.926  -6.275  0.030
H  1.058  -2.103  -3.276  0.099
H  -6.810  -1.548  4.833  -0.032
H  5.043  -0.596  -1.665  0.061
H  6.118  -2.675  -3.804  0.075
H  5.640  -5.069  -7.839  0.030
H  -0.340  0.553  -4.815  0.170
H  4.536  4.039  -2.768  -0.005
H  4.400  2.783  -8.363  0.014
H  4.362  4.364  -7.541  0.039
H  0.614  -1.756  2.345  -0.052
H  4.256  0.952  -4.881  0.003
H  4.782  3.281  -1.044  0.057
H  -3.924  -2.960  -0.046  -0.009
H  6.531  3.985  9.031  0.028
H  -3.014  -5.844  1.966  -0.085
H  5.766  5.564  8.725  0.028
H  2.127  0.577  -5.710  0.095
H  -11.732  1.344  7.686  0.032
H  -0.980  2.120  -2.287  0.169
H  -8.076  -3.609  -1.977  0.029
H  6.670  -0.923  -3.653  0.113
H  3.363  1.137  3.298  -0.025
H  0.755  6.903  -2.507  0.025
H  -0.459  -4.234  -2.480  0.109
H  -0.026  4.027  -3.683  0.133
H  -8.366  1.476  5.878  -0.096
H  1.163  -2.826  6.394  0.034
H  0.243  2.790  -5.019  0.127
H  2.807  2.248  0.472  0.033
H  5.978  -2.127  -1.312  0.077
H  0.654  1.837  1.254  0.075
H  -0.038  2.350  -0.366  0.051
H  1.743  0.163  -2.573  0.118
H  -2.157  -7.350  1.557  0.031
H  -6.788  1.129  5.123  -0.004
H  3.825  0.334  -3.198  0.073
H  1.880  -1.063  -4.946  0.108
H  2.448  2.518  -4.203  0.080
H  3.944  -2.188  -4.725  0.106
H  -0.046  2.855  7.526  0.030
H  1.485  -3.251  1.922  0.017
H  7.601  -0.462  -6.885  -0.005
H  -2.985  -3.945  -2.068  0.069
H  -1.655  2.119  -3.822  0.179
H  2.710  0.810  -0.691  0.059
H  -2.895  0.233  -2.931  0.111
H  0.383  0.541  -0.036  0.007
H  -5.228  -1.851  0.446  -0.020
H  -5.366  3.803  0.514  0.026
H  4.661  2.192  -2.521  0.024
H  -5.512  -2.668  4.354  -0.063
H  1.967  6.927  -1.202  0.034
H  5.144  -1.091  -5.627  0.071
H  4.715  2.153  3.857  0.036
H  -5.872  3.568  2.206  -0.025
H  -10.516  1.369  8.988  0.031
H  -0.575  2.570  9.203  0.030
H  7.637  1.239  -6.355  -0.002